Entry 1:
The following is a DFT calculation (ωB97M-V with the def2-TZVPD basis set) of a structure of composition C36H26Cl5NP2S3SbTi.

Geometry (Å):
1 Ti 0.84810 1.25936 0.99165
2 C -1.59665 -0.39369 2.72025
3 P -1.67795 1.06732 1.60018
4 C -3.09837 2.03499 2.25156
5 C -2.92098 3.35952 2.63603
6 C -4.00655 4.12919 3.04361
7 C -5.27751 3.58082 3.06800
8 C -5.46548 2.25761 2.68193
9 C -4.38513 1.49488 2.27329
10 C -2.51256 0.36984 0.10758
11 C -2.49908 -0.97493 -0.24802
12 C -3.13985 -1.40292 -1.40628
13 C -3.77324 -0.49592 -2.23902
14 C -3.77073 0.85312 -1.90490
15 C -3.14818 1.27809 -0.74412
16 C -0.51652 -1.25721 2.13807
17 C -0.30582 -2.60583 2.23322
18 C 0.75355 -2.91743 1.33745
19 C 1.12694 -1.74618 0.72357
20 C 2.09808 -1.54967 -0.40841
21 P 1.06864 -1.25926 -1.95838
22 C 2.26565 -0.53484 -3.15045
23 C 3.64294 -0.48143 -2.96758
24 C 4.46156 0.07592 -3.94068
25 C 3.91188 0.58832 -5.10529
26 C 2.53725 0.54451 -5.29538
27 C 1.72219 -0.00779 -4.32067
28 C 1.13832 -3.00477 -2.62511
29 C 2.31722 -3.68504 -2.93297
30 C 2.28788 -4.97775 -3.43197
31 C 1.07180 -5.62038 -3.64405
32 C -0.10770 -4.95069 -3.36717
33 C -0.06945 -3.65276 -2.86624
34 N 0.36079 -0.69768 1.22406
35 H -2.55301 -0.92167 2.76573
36 H -1.35299 -0.02591 3.72137
37 H -1.92973 3.79157 2.60747
38 H -3.85532 5.16352 3.32609
39 H -6.12402 4.18182 3.37837
40 H -6.45993 1.82741 2.68391
41 H -4.53886 0.47047 1.95445
42 H -1.98110 -1.70090 0.36507
43 H -3.13625 -2.45825 -1.65428
44 H -4.25626 -0.83471 -3.14817
45 H -4.24933 1.57664 -2.55344
46 H -3.13778 2.33321 -0.50044
47 H -0.86365 -3.29645 2.84873
48 H 1.18657 -3.89078 1.15960
49 H 2.70752 -2.44183 -0.54022
50 H 2.74244 -0.68288 -0.22375
51 H 4.08413 -0.84061 -2.04605
52 H 5.53126 0.12905 -3.77833
53 H 4.54969 1.05145 -5.84835
54 H 2.09922 0.96901 -6.19050
55 H 0.64508 -0.00994 -4.44793
56 H 3.27254 -3.19639 -2.77960
57 H 3.21634 -5.49085 -3.65472
58 H 1.05014 -6.63582 -4.02194
59 H -1.06079 -5.43882 -3.53558
60 H -0.99275 -3.12873 -2.64470
61 S 2.16271 5.67246 -0.44503
62 Sb 2.20512 3.45460 -1.12146
63 S 3.19206 2.01667 0.59886
64 S -0.04481 2.49538 -0.90776
65 Cl 2.54566 -0.84170 3.55931
66 C 2.24817 0.84329 3.88877
67 C 1.48014 1.57904 2.98839
68 C 1.38999 2.93558 3.29881
69 Cl 0.55728 3.89945 2.12276
70 C 1.95892 3.53687 4.40918
71 Cl 1.77734 5.23401 4.68618
72 C 2.67653 2.74977 5.30224
73 Cl 3.34930 3.44542 6.73889
74 C 2.82823 1.39411 5.03152
75 Cl 3.73917 0.40809 6.13278

Results
* expectation value of S²: 0.757
* spin multiplicity: 2
* HOMO energy (spin up / spin down): -0.56 / -0.80 eV
* Kohn-Sham gap (spin up / spin down): 4.58 / 4.82 eV
* charge: -2



Entry 2:
The following is a DFT calculation (ωB97M-V with the def2-TZVPD basis set) of a structure of composition C36H26F6NO4P2RhS2Se2.

Geometry (Å):
1 Rh 0.29836 0.34308 0.17586
2 C -4.23050 -3.78441 1.67332
3 C -3.82482 -4.06146 0.37504
4 C -2.95777 -3.20272 -0.28064
5 C -2.48292 -2.05517 0.35748
6 C -2.90014 -1.78208 1.65491
7 C -3.76699 -2.64366 2.31036
8 P -1.47076 -0.87781 -0.59367
9 C -0.85675 -1.92972 -1.94009
10 C 0.47978 -3.97168 -1.95061
11 C 0.53623 -4.30190 -3.23302
12 C 0.02471 -3.59301 -4.41866
13 C -0.69611 -2.47956 -4.41926
14 C -1.13258 -1.73054 -3.22431
15 C -2.59698 0.35206 -1.23903
16 C -3.76460 0.14292 -1.92258
17 C -4.51785 1.25275 -2.35057
18 C -4.10057 2.52569 -2.06257
19 C -2.91582 2.76765 -1.32958
20 C -2.46237 4.06710 -0.99749
21 C -1.30906 4.22694 -0.28678
22 C -0.53832 3.10984 0.12390
23 C -0.94860 1.84767 -0.18775
24 C -2.15204 1.65454 -0.91749
25 H -4.90763 -4.45551 2.18511
26 H -4.18259 -4.94889 -0.13041
27 H -2.64836 -3.43087 -1.29280
28 H -2.55951 -0.89160 2.16542
29 H -4.08034 -2.41739 3.32086
30 H 0.93744 -4.60181 -1.20048
31 H 1.06092 -5.23058 -3.41600
32 H 0.28152 -4.03333 -5.37376
33 H -0.99136 -2.04585 -5.36490
34 H -1.74445 -0.85984 -3.42333
35 H -4.11085 -0.86196 -2.13462
36 H -5.43056 1.09444 -2.90916
37 H -4.68481 3.37527 -2.39557
38 H -3.03794 4.92526 -1.32105
39 H -0.95702 5.22011 -0.03935
40 H 0.38554 3.27264 0.66206
41 Se -0.19071 0.27797 2.57500
42 P 1.93866 0.67072 2.85529
43 Se 2.61666 1.10455 0.83916
44 C 2.78485 -0.75731 3.57144
45 C 3.81942 -1.39216 2.89692
46 C 4.45095 -2.48413 3.47780
47 C 4.04739 -2.93958 4.72238
48 C 3.01065 -2.30437 5.39671
49 C 2.38092 -1.21377 4.82518
50 C 2.19389 2.02145 4.02243
51 C 1.24747 2.30218 5.00238
52 C 1.49239 3.31008 5.92271
53 C 2.67189 4.03851 5.85802
54 C 3.61050 3.76449 4.87302
55 C 3.37510 2.75372 3.95526
56 H 4.12087 -1.03928 1.91885
57 H 5.25700 -2.97844 2.95219
58 H 4.53924 -3.79239 5.17154
59 H 2.69407 -2.66089 6.36788
60 H 1.57039 -0.72254 5.35165
61 H 0.31420 1.75334 5.03294
62 H 0.75645 3.53392 6.68346
63 H 2.85641 4.82927 6.57323
64 H 4.52350 4.34175 4.81539
65 H 4.09790 2.54419 3.17521
66 F 4.02798 0.57715 -2.42663
67 C 3.05670 1.16992 -3.15130
68 F 3.47587 1.24940 -4.40920
69 F 2.87411 2.38869 -2.66577
70 S 1.53827 0.04991 -2.99130
71 O 0.89449 0.74704 -1.80519
72 O -0.08093 -2.88944 -1.31507
73 N 0.71317 0.27089 -4.31256
74 S -0.08302 1.61839 -4.62484
75 O -1.44765 1.54327 -4.17763
76 O 0.65932 2.82584 -4.41545
77 C -0.18592 1.40772 -6.45241
78 F -0.85599 2.44176 -6.96258
79 F 1.02603 1.36777 -7.00403
80 F -0.83599 0.28382 -6.77090

Results
* HOMO energy: -7.88 eV
* Kohn-Sham gap: 7.34 eV



Entry 3:
The following is a DFT calculation (ωB97M-V with the def2-TZVPD basis set) of a structure of composition C36H27F5N2O3RuS6Te.

Geometry (Å):
1 Ru -0.65415 -2.00559 2.93091
2 S 0.26226 -4.19380 9.68473
3 C 0.27312 -3.66694 8.16964
4 S 1.03304 -2.31846 7.38808
5 C 0.18477 -2.28165 5.89368
6 C -0.67036 -3.39715 5.62432
7 S -1.45721 -3.72873 4.08007
8 S -0.72790 -4.49107 6.94873
9 S 0.56244 -1.14338 4.61162
10 F -0.74945 -5.07029 -4.02783
11 C -1.19978 -4.01664 -4.71088
12 C -2.42204 -4.00919 -5.36303
13 F -3.45376 -4.73152 -4.88720
14 C -2.56273 -3.19886 -6.45637
15 F -3.75877 -3.34586 -7.09478
16 C -1.65215 -2.17522 -6.72895
17 S -2.19519 -1.02551 -7.80195
18 C -0.39993 -2.20284 -6.07894
19 F 0.58592 -1.29081 -6.36042
20 C -0.25980 -3.07727 -4.97764
21 F 1.02731 -3.12313 -4.48436
22 O -2.15700 -3.52412 0.49569
23 C -0.95499 -3.66378 0.38870
24 C -0.29671 -4.39615 -0.78951
25 C 1.18668 -4.36916 -0.36604
26 C 1.28872 -3.29512 0.71555
27 O 2.36703 -2.85542 1.06339
28 N -0.01182 -3.16330 1.23106
29 H -0.61509 -3.81353 -1.64203
30 H -0.65666 -5.44968 -0.93979
31 H 1.82419 -4.20298 -1.24999
32 H 1.47408 -5.32443 0.14221
33 C 5.18586 6.40491 2.01042
34 C 4.15348 5.30935 1.88625
35 C 4.48824 3.99871 1.60806
36 C 3.56080 3.04767 1.18552
37 C 4.00379 1.71526 0.66600
38 C 2.18211 3.40918 1.01672
39 Te 0.66309 1.90697 0.66896
40 N -1.85265 -0.95830 2.22605
41 C -2.45425 -0.02029 1.48752
42 O -1.85400 0.73387 0.65413
43 C -3.93212 0.09207 1.63220
44 C -4.73918 -0.39906 2.72311
45 C -6.10643 -0.16991 2.78504
46 C -6.74715 0.45915 1.72692
47 C -5.99172 0.99240 0.68693
48 C -4.64652 0.71891 0.63820
49 C 0.96147 1.72191 -1.50832
50 C 1.04005 2.90648 -2.25134
51 C 1.25350 2.79009 -3.60818
52 C 1.23543 1.55840 -4.26887
53 C 1.18725 0.38041 -3.52233
54 C 1.16225 0.46609 -2.12163
55 C 1.28351 -0.89338 -1.39228
56 C 1.78834 4.70035 1.37500
57 C 0.32125 5.11251 1.40861
58 C 2.79377 5.66480 1.68057
59 H 4.81694 7.13447 2.71142
60 H 5.25701 6.90086 1.00243
61 H 6.13889 5.99226 2.31909
62 H 5.49786 3.67691 1.60605
63 H 5.11142 1.58727 0.35061
64 H 3.50313 1.36466 -0.24954
65 H 3.90359 0.93814 1.45717
66 H -4.17163 -0.81246 3.52564
67 H -6.61650 -0.61182 3.63520
68 H -7.83019 0.71274 1.87426
69 H -6.39367 1.70003 -0.07123
70 H -3.97085 1.01714 -0.19197
71 H 0.76415 3.86034 -1.75556
72 H 1.28102 3.72871 -4.17108
73 H 1.29245 1.49974 -5.38253
74 H 1.23687 -0.58204 -4.02261
75 H 0.72172 -0.85208 -0.43142
76 H 2.30254 -1.07947 -1.07966
77 H 0.75039 -1.64248 -1.98972
78 H -0.21984 4.90329 0.42750
79 H 0.14827 6.21502 1.56869
80 H -0.19891 4.56771 2.19302
81 H 2.52110 6.68412 1.87231

Results
* expectation value of S²: 8.796
* spin multiplicity: 6
* HOMO energy (spin up / spin down): -3.70 / -3.67 eV
* Kohn-Sham gap (spin up / spin down): 4.70 / 1.69 eV
* charge: -1



DFT total energy
In order: -182598.1077 -237687.7792 -135362.2265
Unit: eV
ΔE to the lowest compared entry with this formula, charge and spin
In order: 114.5 0.0 271.4
Unit: kJ/mol
Strongest force on any atom
In order: 1.90 0.40 3.90
Unit: eV Å⁻¹